Molecular formula: C29H22BaBrCl5N4O5
Method: DFT, the ωB97M-V functional and the def2-TZVPD basis

Each line ends with the Löwdin charge.
Positions of all 67 atoms, in Å:
Ba: 0.038 -0.771 -1.687  1.9037
O: 4.050 0.856 0.507  0.0601
C: 3.393 2.034 0.492  -0.2650
C: 4.107 3.228 0.543  -0.0087
C: 3.448 4.445 0.538  -0.0854
C: 2.061 4.496 0.472  -0.0982
C: 1.345 3.312 0.419  -0.0495
C: 1.992 2.082 0.434  -0.1202
C: 1.194 0.793 0.422  -0.5600
O: 1.783 -0.237 -0.203  -0.5203
N: 0.837 0.516 1.865  0.0309
N: -0.267 -0.313 2.056  0.0318
C: -0.175 -1.570 1.847  -0.2425
C: 1.004 -2.370 1.485  -0.6084
Br: 0.620 -3.576 0.014  0.7414
C: 2.166 -2.378 2.116  -0.0789
C: 3.375 -3.139 1.759  -0.2417
C: 3.947 -3.065 0.492  -0.0553
C: 5.106 -3.772 0.212  -0.0691
C: 5.698 -4.561 1.187  -0.0836
C: 5.139 -4.633 2.455  -0.0782
C: 3.989 -3.914 2.744  -0.0336
H: 3.374 0.169 0.307  0.0631
H: 5.188 3.182 0.588  0.1176
H: 4.020 5.362 0.578  0.1028
H: 1.549 5.449 0.455  0.0978
H: 0.260 3.336 0.356  0.1116
H: 0.186 1.044 -0.091  0.0592
H: 0.576 1.411 2.260  0.1135
H: -1.095 -2.132 2.001  0.1063
H: 2.251 -1.700 2.960  0.1422
H: 3.488 -2.430 -0.255  0.0994
H: 5.554 -3.700 -0.771  0.1066
H: 6.602 -5.113 0.962  0.1034
H: 5.601 -5.240 3.223  0.1039
H: 3.555 -3.958 3.736  0.1155
Cl: -4.324 -1.056 -8.203  0.6674
C: -3.244 -0.726 -6.901  -0.7195
C: -3.176 -1.573 -5.801  -0.7086
Cl: -4.180 -2.968 -5.738  0.6886
C: -2.302 -1.296 -4.758  -0.5955
Cl: -2.207 -2.352 -3.389  0.6487
C: -1.445 -0.168 -4.737  -0.5161
O: -0.637 0.072 -3.754  -0.5133
C: -1.553 0.668 -5.886  -0.6155
Cl: -0.540 2.061 -5.902  0.7092
C: -2.420 0.404 -6.933  -0.7070
Cl: -2.490 1.466 -8.281  0.6888
O: -3.564 1.477 5.389  -0.0254
C: -3.699 0.260 4.714  -0.2515
N: -3.362 0.352 3.302  0.0958
C: -4.223 1.027 2.492  -0.4430
O: -5.281 1.487 2.887  0.0770
C: -3.759 1.193 1.081  -0.1019
C: -4.154 2.308 0.349  0.0221
C: -3.607 2.508 -0.908  -0.0255
C: -2.672 1.600 -1.382  -0.1254
N: -2.324 0.508 -0.696  -0.0490
C: -2.886 0.299 0.488  -0.1020
H: -4.304 2.041 5.132  0.0856
H: -4.720 -0.119 4.776  0.1279
H: -3.016 -0.452 5.170  0.1269
H: -2.384 0.301 3.045  0.1031
H: -4.859 3.005 0.783  0.1281
H: -3.873 3.372 -1.502  0.1132
H: -2.154 1.762 -2.323  0.1077
H: -2.600 -0.604 1.009  0.0968

Its frontier orbital gap is 7.9 eV. The total energy is -6614.072739 hartree. The max |F| is 1.37 eV/A. Its lowest unoccupied orbital energy is -0.35 eV. As for the energy above the lowest of the compared OMol25 structures with the same formula, charge and spin: 22.6 kJ/mol.